# 1
C20H33IKN11S as an isolated structure in a non-equilibrium geometry, computed with the ωB97M-V functional and the def2-TZVPD basis.

```
! wB97M-V def2-TZVPD RIJCOSX def2/J DEFGRID3
* xyz 0 1
H 3.74 1.40 -0.71
N 2.37 -3.72 -1.46
C 1.47 3.16 2.58
H 1.65 4.12 3.07
N 3.56 -3.83 -3.39
H -3.37 -1.70 -1.85
K 0.82 -0.40 -0.91
C 1.11 3.32 -1.70
C 2.82 -3.09 -2.53
H 0.98 3.90 -2.62
N -1.93 2.26 2.07
H -0.37 2.35 4.90
C -0.71 2.38 3.89
N 2.87 1.91 -0.57
C -1.33 3.09 -1.99
H -3.92 1.25 3.45
I -4.53 -2.07 -4.99
H 0.24 0.23 2.54
C 2.42 2.56 -1.83
C -3.20 1.75 4.12
C 0.84 -3.45 2.93
H 1.04 -4.51 3.02
H -1.68 3.97 -1.40
N -0.10 2.49 -1.47
H -3.84 1.23 -0.64
H -2.57 2.08 1.36
H -3.61 2.70 4.57
H 3.15 3.27 -2.16
C -2.48 2.06 -1.97
C 1.05 -5.08 0.47
H -2.21 1.21 -2.62
C -1.49 -1.91 -4.55
H -1.18 3.42 -3.02
H 4.12 -4.56 -2.89
H 3.12 2.60 0.11
H -0.22 2.37 -0.45
S 2.57 -1.49 -3.12
H 2.17 2.34 2.94
C 0.55 -2.73 4.08
N -0.65 -1.79 -3.51
H 1.02 -5.46 -0.57
N 1.89 -2.94 -0.48
C 1.27 -3.59 0.47
H 0.10 -5.25 0.92
H 0.38 -1.85 -3.46
H 4.08 -3.26 -4.05
H 1.24 4.00 -0.91
H 1.72 3.30 1.53
N -0.71 2.67 1.63
N -1.31 -1.68 -2.33
C 0.33 -0.82 2.70
C -1.95 2.03 3.41
H 1.84 -5.65 0.96
N -2.89 1.62 -0.65
H -3.33 2.60 -2.47
H -3.01 1.09 4.97
H -1.21 -2.01 -5.59
H -2.30 0.84 -0.38
H 0.50 -3.26 5.03
C -2.77 -1.89 -4.01
C 0.32 -1.35 3.95
C -2.63 -1.75 -2.63
H 0.16 -0.72 4.79
C 0.90 -2.81 1.68
H 2.36 1.80 -2.59
N 0.69 -1.50 1.60
C 0.04 2.73 2.73
*
```

Results
Maximum force, eV Å⁻¹: 2.439
HOMO energy, eV: -7.1

# 2
The molecule C6H7N5S in a non-equilibrium geometry, computed with the ωB97M-V functional and the def2-TZVPD basis.

```
! wB97M-V def2-TZVPD RIJCOSX def2/J DEFGRID3
* xyz 0 1
C -0.35 0.97 0.20
C -1.13 -0.85 -1.36
N 1.45 -0.95 0.33
H -2.62 -1.26 1.51
H -0.98 -1.23 -2.35
H 0.80 1.78 1.82
S 1.85 -2.45 -0.11
N -1.34 0.32 1.02
C -0.49 0.28 -1.16
H 1.33 -2.35 -1.35
C 1.91 1.75 -0.13
H -1.28 0.49 2.02
C -1.93 -0.85 0.71
N 2.32 1.98 -1.16
N 1.65 -0.15 1.30
H -0.53 2.07 0.10
N -1.84 -1.41 -0.38
H 0.17 0.73 -1.86
C 1.03 1.14 0.87
*
```

Results
Maximum force, eV Å⁻¹: 4.431
HOMO energy, eV: -8.2
Structure (SMILES): N#C[C@H](/N=N/S)[C@H]1C=CN=CN1

# 3
An isolated ion of composition C5H10NO and charge -1 in a non-equilibrium geometry, computed with the ωB97M-V functional and the def2-TZVPD basis.

```
! wB97M-V def2-TZVPD RIJCOSX def2/J DEFGRID3
* xyz -1 1
C 2.09 -0.10 0.20
H -0.19 0.61 1.24
H 1.72 0.53 1.04
H 0.85 -0.80 -1.47
H -1.72 -1.29 1.99
H -3.34 -1.18 1.48
C -0.03 1.04 -0.88
H 1.87 -1.18 0.58
C -0.81 0.54 0.33
H 0.19 2.08 -0.74
H 1.87 0.56 -1.84
O 3.45 0.20 -0.03
N -2.37 -1.27 1.22
C 1.22 0.18 -1.00
C -1.84 -0.31 0.28
H -2.29 -0.39 -0.68
H -0.66 0.78 -1.73
*
```

Results
Maximum force, eV Å⁻¹: 3.126
HOMO energy, eV: -2.0
Structure (SMILES): N/C=C/CCC[O-]

# 4
The molecule C4H4N2O2 in a non-equilibrium geometry, computed with the ωB97M-V functional and the def2-TZVPD basis.

```
! wB97M-V def2-TZVPD RIJCOSX def2/J DEFGRID3
* xyz 0 1
C -0.65 0.96 -0.02
H -3.25 -0.85 0.04
N -1.02 -1.32 -0.03
N 0.23 -1.18 -0.11
C -1.57 -0.03 -0.01
C 0.55 0.20 -0.09
C 1.89 0.49 -0.05
O 2.79 -0.47 0.08
H 2.38 1.46 0.00
H 2.30 -1.31 0.18
H -0.75 2.02 -0.06
O -2.90 0.03 0.07
*
```

Results
Maximum force, eV Å⁻¹: 1.514
HOMO energy, eV: -8.5
Structure (SMILES): O/C=C1/C=C(O)N=N1

# 5
C17H20O2PtS as an isolated structure, computed with the ωB97M-V functional and the def2-TZVPD basis.

```
! wB97M-V def2-TZVPD RIJCOSX def2/J DEFGRID3
* xyz 2 5
H -0.85 -2.16 -1.94
C 1.08 4.89 3.29
H -1.43 6.84 2.06
H 1.84 4.91 4.06
C 2.37 -1.75 2.40
C -0.95 4.87 1.36
C 0.24 6.00 3.10
H 0.43 -1.94 -3.15
C 1.06 -1.80 -1.11
H 3.15 -1.08 2.76
H 4.24 0.13 1.35
H 1.52 -1.70 3.09
H 4.14 0.95 -0.22
C 0.20 -2.34 -2.17
H -1.73 4.83 0.61
C 0.93 -2.13 0.29
H 2.75 -2.77 2.44
O -0.68 7.71 4.41
Pt 1.00 0.67 0.81
H 1.52 2.89 2.69
H 3.74 -0.80 -2.68
C -0.02 -3.10 0.86
H 0.31 -3.43 -2.21
H 2.13 -0.63 -3.39
C 2.71 -0.64 0.05
H 4.83 -0.67 -0.11
O 1.54 7.67 4.33
H 0.40 -4.11 0.76
H 2.86 0.70 -2.47
S -0.45 2.39 0.57
C 2.73 -0.39 -2.52
H -0.20 -2.92 1.92
C -0.78 5.98 2.15
C 0.91 3.76 2.53
C 4.04 -0.02 0.29
C 1.96 -1.43 1.00
C 0.32 7.21 4.00
H 2.24 7.25 3.80
C -0.11 3.73 1.55
C 2.17 -0.90 -1.26
H -0.97 -3.10 0.33
*
```

Results
Maximum force, eV Å⁻¹: 0.613
HOMO energy (alpha / beta), eV: -15.1 / -15.6
<S²>: 6.035

# 6
The molecule C4H7NS2 in a non-equilibrium geometry, computed with the ωB97M-V functional and the def2-TZVPD basis.

```
! wB97M-V def2-TZVPD RIJCOSX def2/J DEFGRID3
* xyz 0 1
C 1.50 0.62 -0.84
C 0.91 -1.29 0.56
H 2.00 1.54 -0.99
H -2.27 -1.20 -0.40
C -0.20 -0.53 0.32
S 2.47 -0.55 0.17
H -2.01 0.18 0.83
C -1.64 -0.80 0.45
H -1.17 2.61 -0.56
H -1.87 -1.42 1.22
N 0.15 0.90 -0.46
H 1.50 0.02 -1.76
S -0.33 2.14 0.52
H 0.96 -2.21 0.95
*
```

Results
Maximum force, eV Å⁻¹: 6.507
HOMO energy, eV: -8.0
Structure (SMILES): CC1=CSCN1S

# 7
C35H33Cl2N5P2PdS as an isolated structure in a non-equilibrium geometry, computed with the ωB97M-V functional and the def2-TZVPD basis.

```
! wB97M-V def2-TZVPD RIJCOSX def2/J DEFGRID3
* xyz 2 1
H 4.08 -6.23 -1.84
H 2.25 -2.76 4.87
Cl 0.85 0.02 5.31
C 1.41 -0.87 2.07
N 1.56 3.14 -1.17
H -2.06 3.91 2.60
N 0.59 0.34 2.02
P 0.56 -2.01 -0.37
H 4.14 -5.33 0.46
H -6.66 2.52 0.86
C 1.74 -2.48 3.96
S 2.96 0.36 -0.92
H -1.16 -3.74 -0.53
Cl -0.71 2.57 0.67
C 2.08 -1.32 3.33
H -3.17 -2.14 -0.94
C 3.86 4.11 -0.83
C -0.01 1.14 2.89
H -3.64 1.89 -2.09
H -1.06 -2.75 -1.99
C -1.07 -2.71 -0.90
H 1.37 3.32 -2.16
C -5.75 2.03 0.54
H -3.75 -0.82 -3.06
C 3.41 -5.43 -1.55
C -2.62 -0.43 -4.83
H 1.14 3.90 -0.63
H -5.53 0.91 2.36
H -0.35 -3.88 1.70
C -2.81 -0.46 -3.46
H 4.45 6.11 -0.80
H 2.97 5.78 0.10
C -1.42 0.03 -5.36
N 4.90 2.26 -0.74
C 2.51 -4.91 -2.47
C -0.05 1.11 4.34
H -5.69 3.02 -1.35
H 0.21 0.75 -2.46
H 2.66 -3.51 1.12
C -2.24 -1.86 -0.43
C 3.52 5.54 -0.80
C -5.21 2.31 -0.70
H -2.18 3.65 5.07
C 0.72 -3.31 3.47
H -3.40 -0.76 -5.49
C 1.70 -3.37 -0.81
C 0.25 -3.11 2.17
C -1.80 -0.04 -2.61
C 3.45 -4.92 -0.26
C 1.68 -3.87 -2.11
C 2.61 -3.89 0.11
C -3.44 0.75 -0.29
H -3.45 -0.18 1.66
N 2.93 3.08 -0.94
H 2.90 -0.72 3.68
H 1.00 -3.44 -2.84
C -0.77 2.25 2.35
H 2.47 -5.31 -3.47
H 5.71 1.66 -0.71
H -1.28 0.06 -6.43
H 2.93 5.82 -1.67
C -0.59 0.42 -3.15
H 0.53 0.81 -4.93
H 0.38 -4.15 4.05
H 2.24 -0.61 1.37
C -5.11 1.13 1.39
P -1.91 -0.08 -0.79
Pd 0.44 0.50 -0.28
H -2.39 -1.96 0.65
C -0.83 2.00 5.07
C -1.58 2.99 4.48
C 3.61 1.90 -0.87
C -3.95 0.50 0.99
C 0.62 -2.01 1.44
N 5.04 3.59 -0.71
C -1.53 3.12 3.09
C -4.05 1.68 -1.12
H -0.82 1.91 6.15
C -0.40 0.45 -4.51
*
```

Results
Maximum force, eV Å⁻¹: 2.629
HOMO energy (alpha / beta), eV: -11.7 / -11.7

# 8
A 2-piece molecular cluster, C2H8N2O2 overall in a non-equilibrium geometry, computed with the ωB97M-V functional and the def2-TZVPD basis.

```
! wB97M-V def2-TZVPD RIJCOSX def2/J DEFGRID3
* xyz 0 1
C 1.31 -0.03 -0.11
H 1.33 1.72 1.06
H -3.08 1.77 -0.80
H 0.26 0.09 -0.36
H 1.35 -1.97 -0.45
H -1.77 -0.74 -0.76
C -2.54 -0.03 -0.47
H 1.96 0.09 -0.97
O -3.49 -0.33 0.19
H 2.39 -1.53 0.57
N 1.38 -1.39 0.40
O -2.41 1.14 -1.10
N 1.80 0.82 0.96
H 1.52 0.39 1.84
*
```

Results
Maximum force, eV Å⁻¹: 2.134
HOMO energy, eV: -9.6
Structure (SMILES): O=CO.NCN

# 9
A 2-piece molecular cluster, C5H10N3O overall in a non-equilibrium geometry, computed with the ωB97M-V functional and the def2-TZVPD basis.

```
! wB97M-V def2-TZVPD RIJCOSX def2/J DEFGRID3
* xyz 1 1
C 2.22 2.79 0.79
O 0.95 0.82 0.48
N 2.75 1.66 1.19
H 0.20 -2.32 -1.52
H -1.90 -0.11 -2.21
N 1.90 3.77 0.29
C -1.04 0.10 -1.46
H 0.29 -2.44 0.29
H -1.65 -1.44 1.40
H 3.64 1.48 1.71
C -1.69 -0.57 0.88
H -1.13 1.12 -1.06
C -0.27 -2.11 -0.58
H -2.76 -0.35 0.62
C -0.93 -0.82 -0.35
H -0.15 0.15 -2.09
N 2.09 0.56 0.77
H -1.33 0.39 1.26
H -1.19 -2.68 -0.41
*
```

Results
Maximum force, eV Å⁻¹: 3.047
HOMO energy, eV: -14.3

# 10
The molecule C5H10N2O in a non-equilibrium geometry, computed with the ωB97M-V functional and the def2-TZVPD basis.

```
! wB97M-V def2-TZVPD RIJCOSX def2/J DEFGRID3
* xyz 0 1
H 2.30 -0.89 -0.28
C 0.00 -1.53 -0.06
H 0.59 -1.73 0.83
H 0.45 -2.04 -0.92
H -0.49 -0.28 -2.44
N 2.26 0.14 -0.45
H -1.95 -0.04 -1.46
C -0.74 0.69 0.90
O 0.90 0.49 2.64
H 0.72 2.19 1.59
C -0.10 -0.03 -0.32
H -1.39 -0.01 1.43
C 0.37 1.16 1.80
H -1.33 1.55 0.56
H -0.99 -1.95 0.08
N 1.18 0.66 -0.51
H -0.87 1.33 -1.81
C -0.91 0.27 -1.59
*
```

Results
Maximum force, eV Å⁻¹: 1.762
HOMO energy, eV: -8.9
Structure (SMILES): [H]/N=N\C(C)(C)CC=O

# 11
A 4-piece molecular cluster, C9H27NO4 overall in a non-equilibrium geometry, computed with the ωB97M-V functional and the def2-TZVPD basis.

```
! wB97M-V def2-TZVPD RIJCOSX def2/J DEFGRID3
* xyz 0 1
O 1.52 1.70 -0.46
H -1.89 3.98 0.71
H -1.98 1.06 1.28
H 1.55 -3.74 -0.34
C 2.80 1.28 0.04
H -3.03 4.85 -0.37
C -2.37 3.98 -0.26
H -3.48 -0.48 -1.34
H 1.45 -1.13 1.76
H -1.99 4.00 -2.38
H 2.80 0.69 0.95
H 2.65 -2.97 2.02
C -1.59 0.04 1.22
H -0.20 -0.69 -1.20
O -3.24 2.84 -0.46
H -1.94 -0.53 2.08
H -2.00 -1.65 0.06
C -2.04 -0.57 -0.13
H -0.02 -1.56 2.56
O -0.17 0.03 1.34
H 0.16 -2.00 0.83
N -3.50 -0.17 -0.37
H 0.84 1.27 0.07
C -1.21 -0.29 -1.37
H -3.94 3.18 -1.02
H 3.33 -2.16 0.67
O 3.38 -4.49 -0.94
C 2.47 -4.12 0.08
C 3.16 -3.16 1.07
H -0.68 3.22 -1.32
C 0.38 -1.24 1.59
H 4.03 -5.08 -0.54
H 3.28 0.65 -0.72
H -1.64 -0.77 -2.24
C -1.41 4.02 -1.46
H -1.06 0.78 -1.51
H 3.37 2.22 0.04
H -3.40 0.85 -0.40
H -0.73 4.88 -1.51
H 2.26 -5.02 0.68
H 4.06 -3.72 1.29
*
```

Results
Maximum force, eV Å⁻¹: 2.302
HOMO energy, eV: -9.4
Structure (SMILES): COC[C@H](C)N.CCO.CCO.CO

# 12
The molecule C9H16N2S in a non-equilibrium geometry, computed with the ωB97M-V functional and the def2-TZVPD basis.

```
! wB97M-V def2-TZVPD RIJCOSX def2/J DEFGRID3
* xyz 0 1
H 2.36 1.08 2.03
H 0.54 -1.58 -0.65
C 1.30 1.35 1.94
H 0.61 1.67 -2.51
H -0.14 2.01 -0.90
H -1.55 0.72 -2.57
H -1.46 -2.39 0.25
S -1.17 0.45 1.04
N 0.10 -0.73 -1.18
C 1.07 0.30 -0.95
C 0.57 0.19 1.37
H -2.45 1.33 -1.10
C 2.30 -0.14 -0.62
C -2.03 -1.71 -0.33
C 0.94 -1.14 1.90
H 1.66 2.30 -1.37
C 0.75 1.67 -1.41
H 0.87 -1.08 3.06
H -3.02 -0.13 -1.75
H -2.47 -2.40 -1.05
H 1.98 -1.46 1.71
H 0.78 1.49 2.94
C -1.27 -0.44 -0.73
H -2.88 -1.37 0.19
H 1.17 2.12 1.23
H 0.28 -2.01 1.45
C -2.17 0.43 -1.63
N 3.35 -0.54 -0.37
*
```

Results
Maximum force, eV Å⁻¹: 4.297
HOMO energy, eV: -7.6